Record 1
Formula: C27H43N5OReSSi3
Source: the OMol25 dataset
Level of theory: the ωB97M-V functional and the def2-TZVPD basis

Last column: Mulliken charge in e.
Geometry (Å):
Re (-0.34940, -0.48858, 1.07263)  1.333
C (-2.28154, 2.80660, -0.68076)  -1.196
C (-1.77493, 1.41087, -0.73087)  0.504
O (-0.64427, 1.13996, -0.23120)  -0.623
N (-2.49814, 0.45843, -1.31373)  0.111
C (-1.93276, -0.84150, -1.66448)  -0.723
C (-2.11392, -1.95516, -0.62455)  0.917
C (-3.03364, -3.14534, -0.93623)  -0.905
C (-2.79272, -4.59937, 0.69813)  -0.236
C (-2.20231, -4.39692, 2.04792)  -1.492
C (-1.43958, -3.34579, 2.31315)  -0.320
N (-1.15543, -2.42434, 1.25438)  0.684
H (-1.56011, 3.44611, -1.19252)  0.333
H (-2.31787, 3.12785, 0.36081)  0.256
H (-3.25876, 2.91966, -1.14348)  0.406
H (-3.38245, 0.72685, -1.71888)  0.338
H (-0.87073, -0.68198, -1.84552)  -0.633
H (-2.37732, -1.15458, -2.60772)  0.663
H (-3.48350, -3.14598, -1.92568)  0.543
H (-3.13056, -5.62406, 0.57213)  0.764
H (-2.40194, -5.11300, 2.83534)  0.491
H (-1.00152, -3.10282, 3.26296)  0.322
C (1.80462, -2.77473, 3.03751)  -0.851
Si (2.51525, -1.44314, 1.92436)  0.657
C (2.50800, 0.10288, 2.99038)  -1.229
C (4.24852, -1.93942, 1.44936)  -1.013
C (1.42969, -1.12772, 0.30666)  0.960
Si (2.50514, -0.03163, -0.89953)  0.620
C (3.29866, 1.38459, 0.01945)  -1.267
C (1.54299, 0.78401, -2.29084)  -1.198
C (3.82313, -1.11592, -1.69317)  -1.292
Si (0.89909, -2.73188, -0.63070)  -1.221
C (1.78044, -4.30999, -0.18478)  -1.250
C (0.92275, -2.68663, -2.49962)  -1.185
C (-0.97343, -2.93769, -0.17351)  0.443
C (-1.91386, -4.12646, -0.49338)  -0.724
C (-3.92834, -3.58350, 0.24970)  -0.256
C (-4.30977, -2.49419, 1.19906)  -1.269
C (-3.50330, -1.46960, 1.45203)  -0.563
N (-2.23182, -1.44582, 0.79146)  0.012
H (2.57278, -2.98907, 3.78696)  0.624
H (1.53526, -3.72175, 2.57743)  0.176
H (0.94038, -2.38223, 3.57159)  -0.128
H (1.74057, 0.01216, 3.76387)  0.309
H (2.34279, 1.03757, 2.45976)  0.281
H (3.46988, 0.18985, 3.50356)  0.515
H (4.79436, -2.11851, 2.38003)  0.456
H (4.79052, -1.17418, 0.89582)  0.342
H (4.27392, -2.86438, 0.87256)  0.284
H (2.55135, 2.05651, 0.44820)  0.297
H (3.86847, 1.96111, -0.71507)  0.432
H (3.99114, 1.09164, 0.80752)  0.362
H (0.99375, 1.66065, -1.95188)  0.217
H (0.87849, 0.14598, -2.87227)  0.326
H (2.30809, 1.13847, -2.98921)  0.580
H (3.82648, -2.15356, -1.35877)  0.372
H (4.81599, -0.71391, -1.48214)  0.437
H (3.70364, -1.11766, -2.77866)  0.509
H (2.83588, -4.24392, -0.45720)  0.366
H (1.34676, -5.10066, -0.80473)  0.490
H (1.72018, -4.62730, 0.85147)  0.445
H (1.94822, -2.67444, -2.86950)  0.376
H (0.38983, -1.87765, -2.99234)  0.382
H (0.48034, -3.62882, -2.83918)  0.519
H (-1.50403, -4.90254, -1.13330)  0.667
H (-4.81145, -4.12342, -0.08001)  0.679
H (-5.27352, -2.53193, 1.69214)  0.488
H (-3.70087, -0.65166, 2.12912)  0.600
C (-1.53428, 1.67529, 7.50599)  -1.224
C (-1.31892, 0.73551, 6.36878)  0.745
C (-1.13310, -0.63615, 6.54772)  -1.125
C (-0.92712, -1.40228, 5.42240)  0.061
N (-0.89990, -0.88204, 4.18894)  0.152
C (-1.08075, 0.43274, 4.13424)  0.362
S (-1.04003, 1.19498, 2.53717)  -0.543
N (-1.28869, 1.25938, 5.13813)  -0.543
H (-1.76452, 1.14699, 8.42798)  0.369
H (-2.33600, 2.37159, 7.26638)  0.353
H (-0.62900, 2.26613, 7.65883)  0.295
H (-1.15045, -1.08094, 7.53194)  0.379
H (-0.77231, -2.47392, 5.50358)  0.404

Its net charge is +2. Its energy relative to the best compared isomer or geometry (same formula, charge and spin) is 377.1 kJ/mol. As for the HOMO energy (alpha / beta): -13.48 / -14.19 eV. The gap between HOMO and LUMO (alpha / beta) is 6.87 / 7.45 eV. The multiplicity is 4.


Record 2
Formula: C27H44BaBrNOP2
Source: the OMol25 dataset
Level of theory: the ωB97M-V functional and the def2-TZVPD basis

Last column: Mulliken charge in e.
Geometry (Å):
C (-0.38974, 7.32069, -3.57186)  -0.437
C (-0.56695, 5.94965, -3.82369)  0.664
C (-0.87642, 5.55959, -5.13765)  -0.438
C (-0.99355, 6.54832, -6.13048)  -0.321
N (-0.82255, 7.84588, -5.87692)  -0.549
C (-0.52847, 8.23053, -4.63483)  -0.325
C (-0.43745, 4.98886, -2.78351)  0.080
C (-0.32206, 4.13354, -1.85729)  -0.865
C (-0.19360, 3.17953, -0.82454)  0.825
C (0.86847, 3.27384, 0.08572)  -0.498
C (1.01563, 2.33672, 1.12067)  -1.054
C (0.05788, 1.41272, 1.07011)  0.647
C (-1.02026, 1.18166, 0.30538)  -1.158
C (-1.12754, 2.14127, -0.71277)  -0.588
Ba (0.05388, -0.06984, 2.90414)  1.867
P (2.29640, -1.06939, 1.60462)  -0.219
H (-1.02519, 4.50934, -5.39190)  0.383
H (-0.14818, 7.68176, -2.57131)  0.397
H (-1.23339, 6.26425, -7.15650)  0.362
H (-0.39433, 9.29904, -4.45828)  0.370
H (-1.95162, 2.06018, -1.41330)  0.501
H (1.59422, 4.07501, 0.00639)  0.500
H (-1.73330, 0.38310, 0.40081)  0.551
H (1.82691, 2.40195, 1.82147)  0.610
C (2.45009, -2.67018, 2.46888)  -0.469
C (3.41998, -3.64486, 1.82951)  -1.315
H (1.43677, -3.12844, 2.53285)  0.401
H (2.71412, -2.44240, 3.52424)  0.453
H (3.65798, -4.44958, 2.53522)  0.381
H (2.98733, -4.11353, 0.93861)  0.269
H (4.36122, -3.16530, 1.54482)  0.272
C (2.04108, -1.28218, -0.13750)  0.780
C (3.10551, -0.65035, -1.03294)  -1.519
H (1.04157, -0.88648, -0.41509)  -0.165
H (1.97576, -2.36728, -0.27645)  0.150
H (2.85001, -0.82688, -2.08602)  0.426
H (3.17004, 0.43638, -0.89280)  0.307
H (4.10273, -1.07627, -0.86216)  0.292
C (3.63509, 0.05112, 1.99877)  -0.252
C (5.01976, -0.59487, 1.97702)  -1.388
H (3.44959, 0.49199, 3.00140)  0.417
H (3.56486, 0.88186, 1.27789)  0.288
H (5.78914, 0.17430, 2.12607)  0.417
H (5.13289, -1.32386, 2.78652)  0.352
H (5.23940, -1.09565, 1.02647)  0.216
Br (0.48409, -1.94553, 4.74895)  -0.692
P (-2.42308, -3.67980, -1.60341)  0.388
C (-0.55576, -3.73734, -1.47976)  0.103
C (0.04374, -5.14472, -1.62818)  -1.328
H (-0.24974, -3.27559, -0.52800)  -0.165
H (-0.17863, -3.09297, -2.28744)  0.485
H (1.10900, -5.08618, -1.89219)  0.364
H (-0.03438, -5.72320, -0.70040)  0.359
H (-0.46761, -5.70863, -2.41696)  0.421
C (-2.90761, -3.35842, 0.17183)  -0.005
C (-4.32405, -3.83617, 0.54129)  -1.221
H (-2.83884, -2.26991, 0.30131)  -0.135
H (-2.16122, -3.81796, 0.83528)  0.503
H (-4.40215, -4.00698, 1.62213)  0.376
H (-5.07694, -3.08787, 0.26752)  0.340
H (-4.58033, -4.77368, 0.03833)  0.352
C (-2.63246, -1.93467, -2.25172)  -0.253
C (-2.89610, -1.86793, -3.76348)  -1.249
H (-1.74217, -1.34518, -1.98291)  0.120
H (-3.48421, -1.50744, -1.70208)  0.493
H (-3.37387, -0.91658, -4.02952)  0.379
H (-1.96710, -1.93965, -4.33878)  0.330
H (-3.55610, -2.68061, -4.08560)  0.368
C (-1.31536, 0.89155, 6.26039)  -0.846
C (-2.28021, 0.34826, 5.23807)  -0.354
O (-1.96142, 0.94441, 3.92255)  -0.494
H (-0.27157, 0.67068, 5.98794)  0.173
H (-1.52728, 0.43177, 7.22596)  0.351
H (-1.42535, 1.97982, 6.35071)  0.331
H (-2.18644, -0.73344, 5.10750)  0.229
H (-3.31516, 0.57999, 5.48601)  0.424
H (-2.59535, 1.66822, 3.74484)  0.231

Its net charge is +2. Its energy relative to the best compared isomer or geometry (same formula, charge and spin) is 646.1 kJ/mol. As for the HOMO energy (alpha / beta): -12.94 / -12.92 eV. The gap between HOMO and LUMO (alpha / beta) is 3.00 / 6.58 eV.